A molecular structure, C32H30BrNSb2Se2Te2W at a distorted geometry. Source: the Open Molecules 2025 dataset; level of theory: ωB97M-V/def2-TZVPD.

```
71
Properties=species:S:1:pos:R:3:forces:R:3
W -1.03535 -2.53130 0.13982 0.0409 1.1325 -1.0936
C -1.93175 0.06640 3.30282 -0.5089 -0.2721 -0.2810
C -0.70785 0.94200 3.52972 0.0298 -0.0968 -0.2632
C 0.59645 0.31130 3.05492 -0.1861 -0.3135 -0.5853
Sb 0.62685 -0.21230 0.87542 3.1022 0.6779 0.4334
C 0.25495 1.78350 0.08912 -0.6452 -0.8278 0.0498
C -0.23935 1.94060 -1.20218 -0.1200 -0.2505 -0.2863
C -0.49805 3.21120 -1.69298 0.0349 -0.0252 -0.1240
C -0.30105 4.32200 -0.89018 -0.0163 -0.0341 -0.0894
C 0.19895 4.16490 0.39172 0.1469 0.0130 0.1045
C 0.49135 2.90080 0.87952 0.0084 -0.0481 0.1983
C 2.78685 0.00100 0.50852 -1.3603 -0.3684 0.0414
C 3.71845 0.12280 1.51242 0.1528 0.1286 0.2566
C 5.02675 0.44080 1.17762 0.0232 -0.0510 0.2696
C 5.39435 0.60080 -0.14548 0.0998 0.0312 -0.0222
C 4.45455 0.43930 -1.14668 -0.0539 -0.0504 -0.1297
C 3.14415 0.14170 -0.81588 -0.0502 0.1105 -0.3441
Sb -2.22645 -0.12830 1.11752 -3.2149 0.2658 0.8296
C -0.98945 -1.37340 -1.69968 -0.5529 -0.5711 -1.1768
C -2.31675 -1.21460 -2.19808 -0.2362 0.4774 0.3946
C -2.64455 -1.33900 -3.54098 0.2614 0.0704 0.1352
C -1.65925 -1.60950 -4.47638 -0.0547 -0.0144 0.0673
C -0.33175 -1.63520 -4.07148 -0.0890 0.1250 0.2564
C -0.01355 -1.50310 -2.72798 0.2643 0.4052 0.8175
C -3.93415 1.26200 0.77832 1.0529 -0.9760 -0.2186
C -3.95245 1.94580 -0.42918 0.2907 -0.0215 -0.2673
C -4.98415 2.83940 -0.67478 0.1324 0.0196 -0.1181
C -5.98325 3.02460 0.26542 -0.0648 -0.0155 -0.0037
C -5.95145 2.32550 1.46102 0.0455 -0.0953 0.1753
C -4.91985 1.43370 1.73092 -0.1687 -0.0920 0.2337
H -2.83255 0.54840 3.69942 0.1515 -0.1991 -0.0794
H -1.81595 -0.92520 3.77222 -0.1595 0.2893 -0.2919
H -0.61045 1.11990 4.60372 -0.0915 0.1270 0.0110
H -0.87395 1.90740 3.04272 0.1175 0.0404 0.1585
H 0.79735 -0.61320 3.61842 0.0879 0.2964 -0.2482
H 1.42195 1.01340 3.19712 0.0412 -0.2324 -0.1035
H -0.40355 1.07520 -1.84258 -0.0059 0.2055 0.1317
H -0.84105 3.32860 -2.71098 -0.0668 0.0190 -0.0490
H -0.52145 5.30760 -1.27038 -0.0064 0.0938 -0.0107
H 0.37625 5.03060 1.01072 0.0370 0.0763 0.0755
H 0.91985 2.79330 1.86582 -0.0181 0.0735 0.0950
H 3.44445 -0.01480 2.54732 0.0235 0.0135 0.1662
H 5.75375 0.56280 1.96442 0.1372 0.0272 0.0817
H 6.40885 0.86580 -0.39678 0.1338 -0.0063 -0.0169
H 4.72945 0.54880 -2.18228 0.0808 0.0568 -0.1692
H 2.39935 0.06340 -1.59938 0.0204 0.0073 -0.0811
H -3.15315 -0.95050 -1.53148 0.5112 -0.3470 -0.2852
H -3.67565 -1.23450 -3.83888 -0.1099 0.0305 -0.0753
H -1.92335 -1.75550 -5.51068 0.0089 -0.0004 -0.1713
H 0.45505 -1.76630 -4.79808 0.1114 0.0206 -0.0488
H 1.04275 -1.44670 -2.46028 -0.2538 -0.3251 -0.0386
H -3.16725 1.80330 -1.16868 -0.1401 0.0240 0.1024
H -5.00425 3.39120 -1.60378 0.0044 -0.0050 -0.0483
H -6.79865 3.70380 0.05742 0.0131 0.0306 0.0362
H -6.73475 2.46320 2.19142 -0.0457 -0.0011 0.0494
H -4.92175 0.87200 2.65472 -0.0100 0.0235 0.0579
Se -3.32825 -2.93420 0.42222 0.4149 1.2213 0.3577
Te -0.79165 -4.74800 -1.46148 0.3033 1.0565 0.1814
Te -0.38985 -5.18190 1.14942 -0.3316 -1.8786 1.2995
Se -0.47185 -3.04950 2.48952 0.9227 0.1156 -0.0909
Br 4.49525 -3.18180 -3.02148 -0.0480 0.0078 0.3943
C 3.83125 -3.15830 -1.24878 0.0330 -0.0811 0.2149
C 4.66035 -3.16460 -0.13138 -0.2525 -0.0088 -0.3493
C 4.05085 -3.12760 1.11082 -0.1116 -0.0513 -0.1404
C 2.67595 -3.03070 1.19872 -0.5364 -0.1052 -0.2891
N 1.84965 -3.03610 0.12652 0.9084 -0.1239 -0.2067
C 2.45455 -3.14180 -1.07018 -0.2213 -0.0348 0.0759
H 5.73335 -3.21400 -0.22518 0.1121 0.0129 -0.0638
H 4.63365 -3.17330 2.01712 0.0782 0.0599 0.0635
H 2.21925 -2.97400 2.18232 -0.1149 0.0380 -0.1556
H 1.83285 -3.24980 -1.95228 -0.0925 0.0996 0.2005
```
Positions in Å, forces in eV/Å.

* net charge: +2
* gap between HOMO and LUMO (spin up / spin down): 0.1858 / 0.1855 hartree
* E: -265365.117 eV
* energy relative to the best compared isomer or geometry (same formula, charge and spin): 41.2 kcal/mol
* multiplicity: 1

A molecular structure, C17H28O3PPt at a distorted geometry. Source: the Open Molecules 2025 dataset; level of theory: ωB97M-V/def2-TZVPD.

```
50
Properties=species:S:1:pos:R:3:forces:R:3
C -0.44856 0.69450 -2.79004 -0.7276 1.1366 -0.6380
C 0.01301 2.14079 -2.80674 -0.0793 -0.0862 -0.1909
C 0.25543 -0.16051 -3.86741 0.0922 0.2574 0.7978
C -1.96641 0.65104 -2.91914 0.0998 0.1166 -0.1591
H -0.32295 -0.10674 -4.79283 0.1409 -0.0651 -0.1330
H 0.29298 -1.21851 -3.55740 -0.0082 -0.0900 -0.4087
H 1.29390 0.16203 -3.99688 -0.3876 -0.0473 -0.3991
H -0.11154 2.49096 -3.84347 0.0416 0.3334 0.2755
H 1.05961 2.25884 -2.51439 -0.2262 0.0976 -0.2993
H -0.59535 2.75145 -2.12741 0.0792 -0.0737 -0.3498
H -2.24958 1.34187 -3.72515 -0.1972 -0.1741 0.0374
H -2.46132 0.98188 -1.99536 0.1313 0.0280 -0.3415
H -2.32713 -0.35417 -3.16644 -0.0473 0.2913 -0.0117
C 2.40276 -0.64916 0.57154 0.3588 -1.2465 -1.4258
C 2.38843 -0.89827 -0.86081 0.1370 1.2405 0.1728
C 2.27315 0.43133 -1.50252 0.7279 -0.9301 1.1008
H 2.60611 -1.81520 -1.39445 0.3130 0.1288 0.2915
C 2.18440 1.41804 -0.44256 0.8634 -0.6102 0.0845
C 2.35429 0.73147 0.77479 0.0964 1.8480 0.0822
H 2.53871 1.21823 1.73617 -0.4556 -0.2330 -0.4400
H 2.47119 -1.42088 1.32065 0.1515 0.1679 -0.0577
H 2.52956 0.59344 -2.54324 -0.1568 0.1907 0.2683
H 2.12506 2.49539 -0.57794 0.0407 -0.3728 0.0898
C -1.63871 -1.49959 0.77607 -1.2264 0.3660 -0.3989
C -0.45323 -2.27046 0.73491 0.9256 -0.7552 -0.8977
C -0.10806 -2.53942 -0.63947 -1.4752 0.2831 0.2652
H 0.06031 -2.67617 1.58547 0.0469 -0.0087 -0.0279
C -1.20009 -1.95953 -1.46475 -0.4599 -0.6118 2.1510
C -2.10348 -1.28253 -0.54388 0.3445 -0.6931 -0.3351
H -3.03015 -0.78496 -0.81072 0.3090 -0.1393 0.0577
H -2.17768 -1.20752 1.66964 -0.0124 -0.4690 -0.4012
H 0.63176 -3.23405 -1.01267 -0.1339 -0.0385 0.2035
H -1.39708 -2.25750 -2.48001 -0.1061 0.1529 -0.1061
Pt 0.31377 -0.46193 -1.24662 0.8569 -0.4395 -0.0901
C 0.98972 -1.58835 3.53740 -0.3018 0.6224 -0.1571
O 0.84195 -0.25431 2.92238 0.7471 -0.0254 0.6568
P -0.50936 0.54073 2.48419 -1.0200 -0.3719 -1.5317
O -1.14964 1.02746 3.86431 0.7243 0.1772 0.5845
C -1.10168 0.12123 4.99378 -0.2256 0.2193 0.3498
O -0.06761 1.93752 1.71659 0.4397 -0.9317 1.6214
C -0.86593 2.54900 0.69007 -0.2568 -0.1824 -0.2244
H 1.61834 -2.22322 2.89816 -0.2449 0.3577 0.0670
H 0.01522 -2.08348 3.69070 0.4071 0.2971 -0.0619
H 1.51050 -1.48274 4.49862 -0.2869 0.1730 -0.3100
H -1.70246 -0.78549 4.78193 0.3039 0.4499 0.1924
H -0.07424 -0.14594 5.29968 -0.4885 0.2215 -0.4140
H -1.53589 0.69040 5.81717 -0.1221 -0.2722 -0.1237
H -1.51745 1.80229 0.19306 0.3223 0.3167 0.2118
H -1.48833 3.35367 1.11131 0.2785 -0.3545 -0.0204
H -0.16624 2.97710 -0.04631 -0.3332 -0.2513 0.3929
```
Positions in Å, forces in eV/Å.

* net charge: +1
* gap between HOMO and LUMO (spin up / spin down): 0.2662 / 0.1876 hartree
* E: -36747.492 eV
* energy relative to the best compared isomer or geometry (same formula, charge and spin): 0.0 kcal/mol
* multiplicity: 5
* expectation value of S²: 6.029

Q: The highest net charge belongs to which entry?
A: C32H30BrNSb2Se2Te2W

Q: What is the multiplicity in the second record?
A: 5